(1)
Entry from the OMol25 dataset: C40H36MoN3O2S6 as an isolated structure in a non-equilibrium geometry (ωB97M-V with the def2-TZVPD basis set).

Values from the calculation:
Maximum force in hartree/bohr: 0.0243
Orbital gap (alpha / beta) in eV: 6.50 / 6.51
Charge: +1
Energy relative to the best compared isomer or geometry (same formula, charge and spin) in kcal per mole: 5.8
E_HOMO (alpha / beta) in eV: -9.41 / -9.41

Structure (XYZ):
```
88
C40H36MoN3O2S6, DFT ωB97M-V with the def2-TZVPD basis set
Mo -0.018 -0.420 0.122
S 0.379 1.787 1.028
C 2.141 1.997 0.854
C 2.677 3.286 0.820
C 4.039 3.489 0.713
C 4.921 2.412 0.654
C 4.416 1.126 0.714
C 3.043 0.933 0.785
S 2.355 -0.682 1.004
C 2.907 -1.708 -0.396
C 1.927 -2.857 -0.384
C 2.299 -4.177 -0.559
C 1.365 -5.174 -0.316
C 0.123 -4.835 0.193
C -0.183 -3.492 0.349
C -1.463 -3.010 0.989
S -0.971 -1.598 2.095
C -2.512 -0.749 2.388
C -3.132 -0.915 3.615
C -4.273 -0.181 3.920
C -4.788 0.710 2.993
C -4.174 0.867 1.755
C -3.032 0.147 1.453
S -2.297 0.374 -0.172
N 0.667 -2.536 -0.043
H 2.004 4.132 0.869
H 4.424 4.499 0.679
H 5.986 2.576 0.579
H 5.086 0.275 0.704
H 3.910 -2.093 -0.218
H 2.880 -1.116 -1.312
H 3.313 -4.415 -0.848
H 1.624 -6.213 -0.467
H -0.595 -5.590 0.476
H -1.886 -3.822 1.579
H -3.323 -2.123 0.434
H -2.713 -1.602 4.338
H -4.749 -0.303 4.882
H -5.671 1.288 3.227
H -4.584 1.554 1.026
C -2.448 -9.192 -4.582
C -2.449 -7.996 -3.664
O -1.644 -7.821 -2.792
S -3.779 -6.850 -4.039
C -3.413 -5.566 -2.883
C -3.478 -5.801 -1.515
C -3.164 -4.793 -0.625
C -2.782 -3.529 -1.078
C -2.767 -3.292 -2.441
C -3.073 -4.303 -3.342
C -2.411 -2.444 -0.083
C -1.694 -1.206 -0.600
H -1.861 -9.984 -4.126
H -1.993 -8.902 -5.530
H -3.460 -9.536 -4.787
H -3.767 -6.777 -1.152
H -3.232 -5.005 0.435
H -2.515 -2.316 -2.815
H -3.039 -4.105 -4.404
C 2.962 0.119 -6.874
C 2.806 1.403 -6.070
C 2.388 1.173 -4.626
N 1.053 0.582 -4.595
C 0.368 0.322 -3.499
S 1.061 0.635 -1.986
N -0.918 -0.149 -3.584
C -1.877 -0.108 -4.603
O -2.927 -0.675 -4.428
C -1.606 0.664 -5.855
C -1.529 2.054 -5.818
C -1.314 2.758 -6.992
C -1.159 2.076 -8.193
C -1.237 0.691 -8.226
C -1.472 -0.020 -7.057
H 3.230 0.335 -7.907
H 2.045 -0.472 -6.901
H 3.746 -0.513 -6.452
H 2.082 2.069 -6.548
H 3.753 1.945 -6.052
H 2.371 2.107 -4.062
H 3.082 0.498 -4.117
H 0.596 0.454 -5.485
H -1.250 -0.580 -2.712
H -1.638 2.581 -4.879
H -1.269 3.838 -6.972
H -0.986 2.628 -9.107
H -1.127 0.164 -9.164
H -1.555 -1.099 -7.077
```

Per-atom Löwdin charges, elementary charge units: atom 1 (Mo): 0.607, atom 2 (S): 0.529, atom 3 (C): -0.688, atom 4 (C): -0.107, atom 5 (C): -0.067, atom 6 (C): -0.074, atom 7 (C): -0.091, atom 8 (C): -0.553, atom 9 (S): 0.939, atom 10 (C): -0.349, atom 11 (C): -0.318, atom 12 (C): 0.007, atom 13 (C): -0.006, atom 14 (C): 0.025, atom 15 (C): -0.273, atom 16 (C): -0.391, atom 17 (S): 1.009, atom 18 (C): -0.485, atom 19 (C): -0.076, atom 20 (C): -0.054, atom 21 (C): -0.050, atom 22 (C): -0.077, atom 23 (C): -0.484, atom 24 (S): 0.904, atom 25 (N): -0.044, atom 26 (H): 0.107, atom 27 (H): 0.110, atom 28 (H): 0.108, atom 29 (H): 0.110, atom 30 (H): 0.093, atom 31 (H): 0.044, atom 32 (H): 0.125, atom 33 (H): 0.124, atom 34 (H): 0.125, atom 35 (H): 0.117, atom 36 (H): 0.142, atom 37 (H): 0.112, atom 38 (H): 0.114, atom 39 (H): 0.115, atom 40 (H): 0.113, atom 41 (C): -0.072, atom 42 (C): -0.740, atom 43 (O): 0.031, atom 44 (S): 1.027, atom 45 (C): -0.533, atom 46 (C): -0.077, atom 47 (C): -0.034, atom 48 (C): -0.177, atom 49 (C): -0.006, atom 50 (C): -0.065, atom 51 (C): -0.321, atom 52 (C): -0.627, atom 53 (H): 0.087, atom 54 (H): 0.089, atom 55 (H): 0.075, atom 56 (H): 0.118, atom 57 (H): 0.117, atom 58 (H): 0.072, atom 59 (H): 0.110, atom 60 (C): -0.096, atom 61 (C): -0.233, atom 62 (C): -0.213, atom 63 (N): 0.031, atom 64 (C): -0.688, atom 65 (S): 0.767, atom 66 (N): 0.123, atom 67 (C): -0.386, atom 68 (O): 0.124, atom 69 (C): -0.186, atom 70 (C): -0.027, atom 71 (C): -0.062, atom 72 (C): -0.067, atom 73 (C): -0.061, atom 74 (C): -0.026, atom 75 (H): 0.078, atom 76 (H): 0.063, atom 77 (H): 0.079, atom 78 (H): 0.108, atom 79 (H): 0.116, atom 80 (H): 0.113, atom 81 (H): 0.116, atom 82 (H): 0.114, atom 83 (H): 0.066, atom 84 (H): 0.128, atom 85 (H): 0.111, atom 86 (H): 0.110, atom 87 (H): 0.111, atom 88 (H): 0.126

=====

(2)
Entry from the OMol25 dataset: a 5-piece molecular cluster, C40H37F32NO9 overall in a non-equilibrium geometry (ωB97M-V with the def2-TZVPD basis set).

Values from the calculation:
Maximum force in hartree/bohr: 0.1712
Orbital gap in eV: 6.66
E_HOMO in eV: -8.21

Structure (XYZ):
```
119
C40H37F32NO9, DFT ωB97M-V with the def2-TZVPD basis set
O 3.942 0.017 4.882
C 3.339 1.055 4.298
N 2.498 2.107 4.987
C 1.937 3.300 4.239
O 1.286 4.351 4.774
C 2.393 2.966 2.699
C 3.289 1.566 2.738
C 3.963 0.865 1.378
C 3.713 1.669 -0.032
C 2.826 3.085 -0.107
C 2.699 3.766 -1.595
O 3.919 4.569 -1.807
C 3.781 5.900 -1.178
O 4.374 5.955 0.198
C 4.476 7.402 0.466
C 4.239 7.828 2.034
O 2.838 7.780 2.484
C 2.138 3.733 1.273
C 1.221 5.105 1.238
C -0.091 4.902 0.277
C -1.539 5.095 1.023
C -1.814 5.851 2.451
C -3.357 6.011 3.075
C -4.632 5.380 2.208
C -4.402 4.611 0.765
C -2.866 4.487 0.207
H 2.105 1.888 5.928
H 4.565 -0.150 1.451
H 4.164 1.232 -1.045
H 1.719 4.377 -1.780
H 2.669 2.861 -2.373
H 2.660 6.284 -1.166
H 4.384 6.680 -1.851
H 3.746 8.019 -0.242
H 5.582 7.721 0.175
H 4.581 8.966 2.131
H 4.877 7.203 2.793
H 2.200 8.106 1.778
H 0.926 5.325 2.367
H 1.828 6.021 0.832
H -0.004 3.830 -0.229
H -0.019 5.701 -0.591
H -0.905 6.308 3.071
H -3.550 6.563 4.102
H -5.762 5.460 2.575
H -5.256 4.128 0.113
H -2.709 3.945 -0.844
F 0.002 -1.889 2.886
C 1.259 -1.613 2.475
F 1.151 -1.164 1.193
C 2.180 -2.825 2.540
F 1.779 -3.802 1.683
F 3.421 -2.441 2.107
C 2.358 -3.431 3.942
O 1.528 -4.554 4.258
C 0.213 -4.233 4.709
F 0.150 -2.909 4.987
F 0.064 -4.872 5.900
C -0.880 -4.693 3.735
F -0.706 -4.168 2.496
F -2.111 -4.295 4.156
H 1.648 -0.786 3.078
H 3.379 -3.833 3.978
H 2.337 -2.671 4.733
H -0.888 -5.782 3.640
F 2.309 1.925 -6.596
C 2.515 1.446 -7.843
F 1.383 1.723 -8.550
C 2.804 -0.049 -7.860
F 1.734 -0.768 -7.424
F 2.999 -0.430 -9.161
C 4.051 -0.479 -7.071
O 3.829 -0.950 -5.738
C 3.713 0.066 -4.744
F 4.113 1.249 -5.269
F 4.628 -0.246 -3.787
C 2.314 0.132 -4.117
F 1.350 0.329 -5.053
F 2.218 1.165 -3.238
H 3.332 2.014 -8.301
H 4.465 -1.349 -7.598
H 4.852 0.270 -7.112
H 2.078 -0.793 -3.584
F -4.857 0.309 -0.983
C -4.542 -0.935 -1.410
F -3.301 -1.204 -0.915
C -4.549 -1.056 -2.928
F -3.587 -0.279 -3.494
F -4.221 -2.345 -3.254
C -5.899 -0.750 -3.598
O -6.067 0.577 -4.110
C -6.471 1.553 -3.152
F -6.863 0.926 -2.017
F -7.590 2.133 -3.663
C -5.402 2.626 -2.905
F -4.226 2.082 -2.501
F -5.788 3.488 -1.926
H -5.237 -1.645 -0.951
H -5.955 -1.390 -4.488
H -6.752 -1.063 -2.984
H -5.208 3.204 -3.812
F -2.228 -11.307 1.914
C -3.550 -11.164 2.158
F -4.194 -11.916 1.221
C -4.008 -9.713 2.087
F -3.867 -9.207 0.832
F -5.352 -9.678 2.349
C -3.327 -8.766 3.088
O -2.215 -8.013 2.594
C -0.964 -8.700 2.595
F -1.082 -9.835 3.326
F -0.104 -7.902 3.283
C -0.419 -8.951 1.183
F -1.297 -9.649 0.420
F 0.728 -9.681 1.223
H -3.771 -11.603 3.137
H -4.072 -8.004 3.349
H -3.097 -9.259 4.041
H -0.206 -8.009 0.671
```

These are the Löwdin partial charges, in e, on atoms 1 to 99: atom 1 (O): -0.036, atom 2 (C): -0.263, atom 3 (N): 0.083, atom 4 (C): -0.216, atom 5 (O): -0.032, atom 6 (C): 0.040, atom 7 (C): -0.013, atom 8 (C): 0.026, atom 9 (C): 0.026, atom 10 (C): -0.013, atom 11 (C): -0.158, atom 12 (O): -0.142, atom 13 (C): -0.204, atom 14 (O): -0.168, atom 15 (C): -0.196, atom 16 (C): -0.193, atom 17 (O): -0.144, atom 18 (C): 0.004, atom 19 (C): -0.150, atom 20 (C): -0.193, atom 21 (C): -0.134, atom 22 (C): -0.026, atom 23 (C): -0.059, atom 24 (C): -0.079, atom 25 (C): -0.065, atom 26 (C): -0.025, atom 27 (H): 0.151, atom 28 (H): 0.104, atom 29 (H): 0.104, atom 30 (H): 0.122, atom 31 (H): 0.122, atom 32 (H): 0.137, atom 33 (H): 0.154, atom 34 (H): 0.134, atom 35 (H): 0.144, atom 36 (H): 0.132, atom 37 (H): 0.141, atom 38 (H): 0.101, atom 39 (H): 0.102, atom 40 (H): 0.085, atom 41 (H): 0.121, atom 42 (H): 0.114, atom 43 (H): 0.088, atom 44 (H): 0.081, atom 45 (H): 0.080, atom 46 (H): 0.068, atom 47 (H): 0.087, atom 48 (F): 0.087, atom 49 (C): -0.288, atom 50 (F): 0.083, atom 51 (C): -0.425, atom 52 (F): 0.120, atom 53 (F): 0.091, atom 54 (C): -0.049, atom 55 (O): 0.032, atom 56 (C): -0.473, atom 57 (F): 0.122, atom 58 (F): 0.138, atom 59 (C): -0.264, atom 60 (F): 0.088, atom 61 (F): 0.093, atom 62 (H): 0.152, atom 63 (H): 0.153, atom 64 (H): 0.143, atom 65 (H): 0.147, atom 66 (F): 0.083, atom 67 (C): -0.289, atom 68 (F): 0.090, atom 69 (C): -0.432, atom 70 (F): 0.125, atom 71 (F): 0.103, atom 72 (C): -0.052, atom 73 (O): 0.034, atom 74 (C): -0.475, atom 75 (F): 0.121, atom 76 (F): 0.135, atom 77 (C): -0.249, atom 78 (F): 0.092, atom 79 (F): 0.061, atom 80 (H): 0.176, atom 81 (H): 0.152, atom 82 (H): 0.147, atom 83 (H): 0.181, atom 84 (F): 0.083, atom 85 (C): -0.288, atom 86 (F): 0.091, atom 87 (C): -0.432, atom 88 (F): 0.123, atom 89 (F): 0.103, atom 90 (C): -0.053, atom 91 (O): 0.033, atom 92 (C): -0.476, atom 93 (F): 0.121, atom 94 (F): 0.139, atom 95 (C): -0.256, atom 96 (F): 0.080, atom 97 (F): 0.072, atom 98 (H): 0.176, atom 99 (H): 0.152

=====

(3)
Entry from the OMol25 dataset: a 5-piece molecular cluster, C40H37N3O20P2 overall in a non-equilibrium geometry (ωB97M-V with the def2-TZVPD basis set).

Values from the calculation:
Maximum force in hartree/bohr: 0.1124
Orbital gap in eV: 6.92
E_HOMO in eV: -8.93

Structure (XYZ):
```
102
C40H37N3O20P2, DFT ωB97M-V with the def2-TZVPD basis set
N -1.256 3.563 1.146
C -0.479 2.531 1.900
C 1.074 2.871 2.085
C 2.007 2.495 0.835
C 2.507 0.951 0.833
C 1.583 -0.003 -0.113
C 1.594 0.498 -1.626
C 2.665 0.305 -2.538
P 4.257 -0.604 -2.068
N 4.743 -1.419 -3.590
O 3.975 -1.900 -0.978
C 2.558 0.904 -4.035
O 3.592 1.148 -4.714
C 1.089 1.178 -4.643
P 0.712 1.254 -6.488
O 0.482 2.736 -6.924
C 0.024 1.363 -3.725
C -1.504 1.612 -4.156
C -2.502 0.431 -3.953
C -3.960 0.843 -4.379
C -4.126 2.281 -4.897
N -3.177 3.311 -5.101
C -1.845 2.994 -4.733
C 0.319 1.313 -2.146
O -0.487 1.918 -1.392
H -0.668 3.974 0.408
H -2.062 3.094 0.688
H -0.945 2.488 2.960
H -0.693 1.514 1.423
H 1.139 4.019 2.226
H 1.432 2.415 3.073
H 1.568 2.823 -0.175
H 2.973 3.121 0.959
H 2.645 0.520 1.879
H 3.550 0.977 0.331
H 1.797 -1.112 0.031
H 0.504 0.161 0.272
H 5.020 -2.388 -3.334
H 3.914 -1.561 -4.201
H 3.233 -2.479 -1.262
H -0.543 0.585 -6.689
H 1.784 0.719 -7.275
H -2.224 -0.593 -3.553
H -4.845 0.114 -4.271
H -5.211 2.565 -5.167
H -1.042 3.808 -4.847
O -1.065 -0.109 6.354
C -0.282 0.754 6.707
C -0.427 1.482 7.972
C 0.445 2.433 8.312
O 0.325 3.116 9.484
C 1.589 2.792 7.426
O 2.356 3.679 7.761
C 1.748 2.048 6.173
C 0.878 1.093 5.834
O 1.013 0.391 4.676
H -1.262 1.214 8.605
H 1.073 3.746 9.495
H 2.593 2.305 5.547
H 0.261 -0.237 4.661
O -6.592 -0.291 -5.314
C -6.978 -1.285 -5.909
C -7.522 -1.223 -7.268
C -7.950 -2.330 -7.881
O -8.455 -2.288 -9.143
C -7.894 -3.660 -7.210
O -8.311 -4.646 -7.792
C -7.328 -3.725 -5.859
C -6.897 -2.620 -5.248
O -6.366 -2.666 -3.994
H -7.559 -0.252 -7.743
H -8.694 -3.211 -9.358
H -7.277 -4.699 -5.390
H -6.134 -1.743 -3.776
O 9.763 1.370 0.689
C 8.710 0.984 1.166
C 8.444 1.012 2.608
C 7.284 0.565 3.094
O 7.021 0.587 4.430
C 6.224 0.021 2.197
O 5.183 -0.396 2.679
C 6.480 0.015 0.754
C 7.639 0.466 0.267
O 7.891 0.469 -1.070
H 9.221 1.407 3.248
H 6.124 0.211 4.524
H 5.695 -0.365 0.112
H 8.790 0.839 -1.164
O -0.799 -1.867 4.390
C -1.569 -2.811 4.403
C -1.389 -3.960 5.296
C -2.246 -4.983 5.268
O -2.094 -6.054 6.092
C -3.407 -4.999 4.333
O -4.159 -5.958 4.322
C -3.601 -3.839 3.457
C -2.746 -2.814 3.487
O -2.914 -1.730 2.682
H -0.542 -3.937 5.968
H -2.835 -6.654 5.879
H -4.457 -3.855 2.796
H -2.169 -1.133 2.891
```

These are the Löwdin partial charges, in e, on atoms 1 to 99: atom 1 (N): -0.037, atom 2 (C): -0.295, atom 3 (C): -0.181, atom 4 (C): -0.183, atom 5 (C): -0.159, atom 6 (C): -0.139, atom 7 (C): -0.111, atom 8 (C): -0.202, atom 9 (P): 0.930, atom 10 (N): -0.185, atom 11 (O): -0.337, atom 12 (C): -0.292, atom 13 (O): 0.027, atom 14 (C): -0.170, atom 15 (P): 0.773, atom 16 (O): -0.501, atom 17 (C): -0.089, atom 18 (C): -0.147, atom 19 (C): 0.027, atom 20 (C): -0.022, atom 21 (C): -0.121, atom 22 (N): 0.024, atom 23 (C): -0.057, atom 24 (C): -0.206, atom 25 (O): 0.055, atom 26 (H): 0.054, atom 27 (H): 0.068, atom 28 (H): 0.108, atom 29 (H): 0.087, atom 30 (H): 0.121, atom 31 (H): 0.087, atom 32 (H): 0.104, atom 33 (H): 0.114, atom 34 (H): 0.111, atom 35 (H): 0.086, atom 36 (H): 0.103, atom 37 (H): 0.100, atom 38 (H): 0.036, atom 39 (H): 0.026, atom 40 (H): 0.059, atom 41 (H): 0.025, atom 42 (H): 0.022, atom 43 (H): 0.102, atom 44 (H): 0.061, atom 45 (H): 0.109, atom 46 (H): 0.130, atom 47 (O): 0.111, atom 48 (C): -0.301, atom 49 (C): 0.080, atom 50 (C): -0.222, atom 51 (O): 0.094, atom 52 (C): -0.314, atom 53 (O): 0.110, atom 54 (C): 0.073, atom 55 (C): -0.218, atom 56 (O): 0.078, atom 57 (H): 0.136, atom 58 (H): 0.116, atom 59 (H): 0.134, atom 60 (H): 0.073, atom 61 (O): 0.073, atom 62 (C): -0.296, atom 63 (C): 0.082, atom 64 (C): -0.219, atom 65 (O): 0.101, atom 66 (C): -0.310, atom 67 (O): 0.118, atom 68 (C): 0.080, atom 69 (C): -0.216, atom 70 (O): 0.095, atom 71 (H): 0.139, atom 72 (H): 0.119, atom 73 (H): 0.139, atom 74 (H): 0.104, atom 75 (O): 0.111, atom 76 (C): -0.312, atom 77 (C): 0.077, atom 78 (C): -0.221, atom 79 (O): 0.093, atom 80 (C): -0.306, atom 81 (O): 0.101, atom 82 (C): 0.060, atom 83 (C): -0.217, atom 84 (O): 0.088, atom 85 (H): 0.137, atom 86 (H): 0.114, atom 87 (H): 0.049, atom 88 (H): 0.116, atom 89 (O): 0.081, atom 90 (C): -0.286, atom 91 (C): 0.088, atom 92 (C): -0.219, atom 93 (O): 0.098, atom 94 (C): -0.312, atom 95 (O): 0.114, atom 96 (C): 0.080, atom 97 (C): -0.212, atom 98 (O): 0.098, atom 99 (H): 0.141